[1]
Formula: C40H110N10O10
Source: the OMol25 dataset
Level of theory: wB97M-V/def2-TZVPD

Each line ends with the Löwdin spin population.
CARTESIAN COORDINATES (ANGSTROEM)
O 3.583788 1.317781 -4.335948  0.0000
O -5.171192 4.222061 3.828822  0.0014
O -3.803332 -0.482759 4.626342  0.0003
O -1.196292 4.315621 -6.086668  0.0010
O -4.160392 -0.343039 -0.947818  0.0068
O -0.792252 3.034531 3.402772  0.0005
O 4.551418 0.686841 2.942682  0.0000
O 3.700198 -4.008219 0.671622  0.0000
O 3.595148 -3.277699 -3.571458  0.0000
O 1.524538 -0.095639 -0.094058  0.0053
N -5.108962 -3.531129 0.716882  0.0002
N 1.009498 1.449271 6.147352  0.0000
N 5.669148 2.594701 -6.326298  0.0000
N 4.477498 0.306781 -0.055438  0.0001
N -3.393242 -3.823289 3.051052  0.0000
N -3.093062 1.430031 2.573522  0.0897
N -2.008242 1.390091 -0.416348  0.5938
N 1.129328 -5.069609 0.114582  0.0000
N -1.804852 3.518081 -2.526578  0.0921
N 1.398128 -5.101129 -2.838148  0.0000
C 2.192758 -5.933759 0.670062  0.0000
C 1.149418 -3.913119 -3.639568  0.0000
C 5.821218 1.476921 -5.448738  0.0000
C -4.949972 5.148721 4.924492  0.0005
C -0.237532 -3.333229 -3.411978  0.0000
C -1.703032 3.252221 -3.934378  0.0127
C -4.840032 0.554681 -1.797278  -0.0009
C 0.388988 0.795891 0.073662  0.0106
C -0.171822 1.928181 5.426912  0.0000
C 4.591858 1.582651 0.642752  0.0000
C -2.828062 -2.713239 3.726952  0.0002
C -3.135632 -0.559649 5.833742  0.0000
C -0.953802 0.339681 -0.535098  0.0645
C -4.202812 -2.591189 0.138992  0.0001
C -5.502222 1.606371 2.263272  0.0005
C 1.886708 -7.378619 0.210282  0.0000
C -4.094512 -1.760429 3.915852  0.0001
C -4.246702 3.145021 3.873302  0.0056
C 2.229418 -2.830679 -3.405488  0.0000
C -1.739002 -2.148209 2.895262  0.0011
C 4.808448 -3.341769 0.028062  0.0000
C 0.266098 2.872621 4.266802  0.0001
C 2.860568 0.835801 -3.234878  0.0001
C 7.309128 1.514801 -5.149688  0.0000
C -1.099872 5.486621 -6.836838  0.0005
C -2.820782 2.235611 -4.349768  0.0001
C -1.634252 4.580381 -4.745928  0.0089
C 1.386908 -1.270689 0.687732  0.0033
C -1.166542 2.651191 6.356332  0.0001
C -4.216922 2.359881 2.562402  0.0076
C -0.543162 3.969441 2.348692  0.0003
C 3.516368 -5.332919 0.147632  0.0000
C 3.810278 0.288621 4.076332  0.0000
C -5.024952 -1.485929 -0.619188  0.0010
C 4.959928 1.606421 -4.126818  0.0000
C 4.592438 -2.436969 -4.042688  0.0000
C -3.093402 -3.439769 -0.516338  0.0004
C -0.791962 -0.021579 -1.995898  0.0063
C 4.022098 2.694121 -0.224538  0.0000
C 3.894538 1.635461 2.018662  0.0000
H 1.402088 -5.957049 -3.374308  0.0000
H -4.883772 -2.348839 4.383772  0.0000
H -2.009322 2.822861 5.686752  0.0000
H -1.281402 3.745901 1.578542  0.0001
H -0.864882 -2.792929 2.986712  0.0001
H 1.537658 -4.148559 0.185602  0.0000
H -2.948062 0.431881 6.245782  0.0000
H -2.089262 5.917381 -6.990648  0.0000
H 5.662028 1.725481 0.792492  0.0000
H -5.400872 0.806221 1.530062  -0.0002
H -3.224062 3.509261 3.971392  0.0000
H 7.628068 0.644881 -4.575558  0.0000
H 2.675768 -8.069619 0.506942  0.0000
H 1.127878 -5.225739 -0.883268  0.0000
H -5.700122 5.938741 4.889262  0.0001
H 3.405288 -5.413739 -0.933678  0.0000
H -0.509802 6.215491 -6.281268  0.0000
H -0.966402 -4.140719 -3.481328  0.0000
H -3.846522 -3.526789 2.198572  0.0000
H -2.949092 2.207391 -5.431828  0.0001
H 3.518428 0.263591 -0.369168  0.0000
H -3.774312 2.497161 -3.890988  0.0001
H 3.761478 1.047191 4.857542  0.0000
H -0.705192 4.956031 2.782842  0.0001
H -3.492202 -3.911109 -1.414618  0.0000
H -6.340342 2.244351 1.982882  0.0000
H -1.415232 -1.189749 3.300992  0.0000
H 0.727878 1.692101 -0.446028  0.0013
H 5.432478 -3.079839 -4.305628  0.0000
H 7.505808 2.416021 -4.568998  0.0000
H 0.981278 -7.668079 0.743672  0.0000
H 2.937188 2.731561 -0.322878  0.0000
H 4.672938 2.759571 -6.348068  0.0000
H -0.897282 5.298751 -4.386858  0.0000
H 1.090428 2.442821 3.697712  0.0000
H 0.514628 3.863541 4.646812  0.0000
H -0.531892 -2.490169 -4.037048  0.0000
H -1.650582 -0.603129 -2.331568  0.0002
H 5.920498 2.307851 -7.261528  0.0000
H 1.131568 -1.102719 1.734012  0.0000
H -2.237982 -2.801159 -0.736638  0.0004
H 2.559488 1.599791 -2.518098  0.0001
H 5.022408 2.610201 -3.706558  0.0000
H -2.591022 5.095541 -4.660548  0.0003
H -4.380272 2.526331 4.760702  0.0000
H 1.116288 2.100041 6.912342  0.0000
H 1.844288 -7.408109 -0.878498  0.0000
H 1.312778 -4.216589 -4.673648  0.0000
H -0.020312 -0.785159 -2.093848  -0.0003
H -0.945772 3.986351 -2.275948  0.0008
H 5.569808 0.514891 -5.895258  0.0000
H 4.177718 -0.555089 4.660482  0.0000
H -0.670972 1.067481 4.981792  0.0000
H -2.912572 1.150101 -0.796758  0.0128
H 2.294438 -1.874399 0.684592  0.0004
H -2.140492 -0.972539 5.668432  0.0000
H -3.639432 -1.231369 6.528782  0.0000
H 4.325208 3.657751 0.184922  0.0000
H 4.397138 -5.865389 0.506542  0.0000
H -5.801672 0.998021 3.116702  0.0000
H 4.260368 -1.910109 -4.937258  0.0000
H 2.794238 0.020501 3.786722  0.0000
H -2.632142 -4.433779 2.790052  0.0000
H -5.689182 1.055581 -1.332358  0.0000
H -3.953532 5.590251 4.908892  0.0000
H 0.723168 0.605921 6.623682  0.0000
H 0.573808 -1.854629 0.256462  0.0020
H 3.171228 -0.019419 -2.634718  0.0000
H 0.287538 1.085811 1.119492  -0.0003
H 7.965248 1.545741 -6.019548  0.0000
H -5.838662 -2.991749 1.160412  0.0000
H -2.499752 1.251831 -4.007378  0.0001
H -5.555532 -1.909679 -1.471838  0.0003
H -0.517032 5.276351 -7.733598  0.0002
H 2.015438 -2.085959 -4.172108  0.0000
H -2.401492 -2.926829 4.707002  0.0001
H -1.883582 -1.942359 1.834682  0.0012
H -1.818232 2.659981 -1.994058  0.0108
H 4.397258 2.649491 -1.246968  0.0000
H -1.454102 2.040941 7.212492  0.0000
H -5.713152 -3.906359 -0.000238  0.0000
H -3.255262 0.875521 3.401952  0.0032
H -4.147772 1.378591 -1.970648  -0.0004
H 4.993658 -2.423579 0.585512  0.0000
H -2.083012 1.684221 0.546982  0.0076
H -2.747782 -4.175319 0.210032  0.0000
H 2.193358 -5.820949 1.754212  0.0000
H -5.095472 4.621951 5.867592  0.0000
H -0.729742 0.860691 -2.632938  -0.0005
H -5.084662 0.127351 -2.769718  0.0002
H 2.132988 -2.316879 -2.449028  0.0000
H -0.757962 2.768201 -4.180688  0.0051
H -2.230122 1.884911 2.835282  0.0008
H 4.918248 -1.709219 -3.299508  0.0000
H 3.956518 2.653641 2.402812  0.0000
H 5.726358 -3.920149 -0.076898  0.0000
H 5.334348 0.840761 -3.447358  0.0000
H -1.279532 -0.514249 0.058862  0.0373
H -0.813352 3.591781 6.778992  0.0000
H -5.740332 -1.128629 0.121542  0.0000
H -0.241232 -2.932649 -2.398258  0.0000
H 4.495508 -3.086309 -0.984308  0.0000
H 2.836388 1.373891 2.016622  0.0000
H 4.607278 -0.380679 0.673012  0.0000
H -3.691242 -2.014639 0.909702  0.0001
H 1.959978 0.427701 -3.693688  0.0001
H -4.469952 -1.417239 2.951812  0.0000
H 0.474188 3.880741 1.967592  0.0000
H -4.091662 3.081221 1.754892  0.0006
H 2.369428 -5.028959 -2.570798  0.0000

Atomic forces in eV per Å
0.3366 -0.3910 -0.3397
0.4935 0.3696 0.5557
-1.1794 -0.8004 -1.6790
-0.8402 -1.1073 1.0815
-1.0938 -1.4166 -0.2367
-1.2975 -0.0881 -1.5175
0.1433 0.3275 -0.9201
0.3480 -0.1486 -0.8189
-2.0043 -1.6706 0.7939
-1.6793 0.7312 0.4173
-1.7604 0.1916 0.3565
-0.2781 0.0830 -0.0075
-1.6739 0.5957 -0.4072
-0.0190 0.3382 0.2991
-0.1202 -1.6345 0.5504
0.1139 0.1403 -0.2114
1.8606 -2.1813 1.2355
0.0925 -0.0352 0.8364
0.2463 0.8444 0.1096
0.4779 -0.0614 0.5691
0.0680 0.5890 -0.6253
1.2765 0.1186 -0.9491
0.5981 -0.2236 1.2923
-0.5363 -0.7877 -0.3879
0.2005 -0.0803 0.5146
-0.2260 -0.5752 -1.7376
0.4685 0.8385 -0.0515
1.3959 0.4914 -0.2991
0.4550 0.9929 0.1376
-0.5575 -0.0573 0.1256
-2.0508 1.9059 -0.3673
0.9488 -0.8797 0.3865
0.1983 1.0005 -0.9556
0.7263 0.8573 -0.9048
-0.4655 -0.8001 0.4482
1.0443 0.8254 0.9185
1.8959 0.8097 0.8328
0.3261 0.7609 -0.2758
0.7223 0.5431 -0.8032
1.8957 1.5799 0.3075
-1.0715 0.1782 -0.0940
0.3286 -0.6207 1.1015
-1.4217 -0.2260 -0.4071
0.3379 -0.6637 1.2287
0.4330 0.4684 0.3021
0.7450 1.0719 -0.0066
0.1709 -0.4400 -0.3693
-0.4093 -0.6087 -0.0851
-0.1388 -0.4653 -0.8994
-0.7345 0.1199 -0.4698
-0.4007 -0.3668 1.0451
0.0307 -0.7889 1.1978
-0.7450 0.5730 0.3406
1.9427 -0.1980 0.7612
0.6165 -0.5652 -0.7861
0.0446 0.4868 -0.3725
-0.4782 1.2340 -0.2423
-0.8256 -1.2276 0.0727
0.5277 0.6661 -0.1376
0.9350 -1.0767 1.2251
-0.4640 0.0007 -0.3301
0.0492 0.1863 0.4352
-0.4702 0.3787 0.5653
0.0561 0.2835 -0.1275
0.0897 -0.1744 -0.2044
-0.2962 0.5669 0.1679
-0.5835 0.0600 -0.0144
-0.0132 0.0611 -0.5175
-0.0001 0.3891 0.2192
0.4317 0.3747 -0.6410
0.2099 0.5135 0.1017
0.0740 -0.0604 0.2240
0.0779 -0.0099 0.0988
-0.4293 -0.1639 -0.3306
0.0517 -0.1303 -0.3312
0.6045 0.5290 -0.2814
0.1096 0.3538 0.1344
-0.1097 0.1794 0.0170
-0.0964 -0.3603 0.1144
0.1070 -0.0177 0.0499
-0.1539 -0.4545 -0.0277
0.0038 0.0724 -0.0056
-0.2221 0.5888 -0.2469
0.0837 0.3015 -0.4420
0.3297 -0.1869 -0.0619
0.1549 0.0882 0.1002
0.2015 0.3451 0.1764
-0.1760 0.1542 -0.1762
0.0111 0.0953 0.0248
0.1461 0.0001 0.0398
-0.1688 -0.1602 -0.5990
-0.2168 -0.3828 0.3115
-0.3293 0.5145 -0.4847
0.1950 -0.1344 0.8686
0.4973 -0.0756 0.3181
0.5539 0.0665 0.3519
0.2262 -0.2046 -0.4469
-0.4735 0.2510 0.0120
0.1400 0.1403 -0.2125
-0.0030 0.4908 0.1527
0.0810 -0.0781 -0.4265
0.1207 0.4049 0.0077
0.4413 0.1182 0.1055
-0.3794 0.0073 -0.4754
-0.4842 -0.4594 0.0389
0.5629 0.2055 0.1991
-0.4962 -0.0886 0.0363
-0.3814 0.2974 -0.3901
0.5951 0.6918 -0.1901
0.1089 0.3637 0.4719
-0.2874 -0.2222 -0.0966
0.7890 -0.3442 -0.8882
-0.0550 -0.0590 -0.1693
-0.2876 -0.2100 -0.3780
0.1053 0.2266 -0.3386
0.3430 -0.2111 0.1371
-0.1450 0.2134 0.3331
-0.0261 0.1234 -0.0326
0.0589 -0.5757 -0.3309
-0.1224 0.3264 0.5117
0.0308 0.2101 -0.1739
-0.3202 0.0701 -0.0065
-0.1186 -0.4743 -0.1588
-0.4027 -0.4461 0.1294
0.1352 -0.0615 -0.1882
0.1711 -0.3830 0.0374
-0.0679 -0.4656 0.0296
1.3029 -0.0143 -0.2330
-0.1623 -0.2554 0.3422
-0.4261 0.0638 -0.2816
-0.1419 0.1991 1.0698
-0.2052 -0.1214 -0.0343
0.1457 0.2826 -0.3886
-0.5360 -0.0773 -0.1747
0.0696 0.3375 -0.1328
-0.2830 -0.4524 0.0723
-0.6203 -0.3780 -0.0116
-0.2555 -0.3793 0.3325
0.2134 -0.1376 0.0715
-0.1383 -0.2244 -0.1767
0.4089 -0.8419 -0.6978
-0.1382 -1.2544 0.0298
0.0350 0.1141 -0.4100
0.1035 -0.2059 0.0045
-0.3706 0.8494 0.8161
-0.1824 -0.0757 -0.1550
-0.0920 -0.2950 0.1248
0.1204 -0.0730 0.1732
0.6375 -0.1696 0.0251
-0.1610 -0.1199 0.0548
-0.1100 -0.1307 0.4598
0.3116 -0.2021 -0.0816
0.3350 0.6268 -0.0927
0.0351 0.1555 0.1668
0.1869 0.1396 0.2860
-0.0575 -0.3402 0.4565
0.3364 0.2160 0.3349
-0.5621 -0.2404 0.1213
0.2586 0.1034 -0.3285
-0.3065 0.0760 -0.0963
-0.2362 -0.2555 0.3091
0.0517 0.1823 -0.2188
-0.2769 -0.1568 -0.5173
-0.0355 -0.5046 -0.0786
-0.1956 -0.0442 0.3943
-0.4135 0.2732 0.0226
0.1398 -0.0180 -0.1110
0.0762 -0.0482 -0.1076
0.2417 0.2682 -0.0522
0.2920 -0.0670 0.2378

Calculated values
Relative energy (zero: lowest compared OMol25 entry of this formula, charge and spin)   0.00 kcal per mole
Multiplicity   2
Charge   +1



[2]
Formula: C12H19NO3
Source: the OMol25 dataset
Level of theory: wB97M-V/def2-TZVPD

Each line ends with the Löwdin charge.
CARTESIAN COORDINATES (ANGSTROEM)
O -0.104144 1.053365 1.316038  -0.0281
O -0.872697 0.784657 -1.368935  -0.0392
O 1.720546 0.794540 -0.987493  -0.0634
N -3.028472 0.931212 2.415175  -0.1229
C -1.085464 0.113089 0.957805  -0.3503
C -0.165213 -0.313039 -1.814738  -0.2097
C -2.065933 -0.105909 2.132265  -0.1900
C -0.774841 -1.375792 -2.457427  -0.0058
C -1.803906 0.549524 -0.330604  -0.1376
C -0.016561 -2.433122 -2.932857  -0.0892
C 3.243467 -0.093237 0.701113  -0.0539
C -2.463770 2.171505 2.914372  -0.1342
C 3.056168 0.800329 -0.520749  -0.2295
C 1.354042 -2.421909 -2.765512  -0.0870
C 1.978671 -1.365646 -2.121228  -0.0171
C 1.231121 -0.302612 -1.635405  -0.1922
H -0.599130 -0.860760 0.752706  0.1499
H -2.549603 -0.204533 -0.614392  0.1301
H -1.923751 1.953135 3.835008  0.0809
H -1.846503 -1.368587 -2.588710  0.1194
H 3.062407 -1.136130 0.450396  0.0715
H 3.239184 1.844169 -0.251781  0.1275
H -3.281288 2.854805 3.141275  0.0748
H 3.749651 0.525611 -1.324107  0.1161
H -2.622936 -1.026627 1.933343  0.1189
H 2.544017 0.201345 1.480140  0.0738
H -0.499012 -3.258424 -3.433150  0.1015
H 3.050243 -1.386538 -2.000057  0.1081
H 1.952185 -3.241449 -3.134307  0.1033
H -3.602670 1.112606 1.598350  0.0936
H 4.257345 0.007835 1.077832  0.0782
H -1.464249 -0.251110 3.033033  0.1229
H -2.293172 1.515878 -0.187968  0.1336
H 0.394327 1.273181 0.510283  0.0772
H -1.770057 2.658638 2.220288  0.0688

Atomic forces in eV per Å
0.2338 0.3606 -0.0148
0.3277 -0.1780 -0.4431
-0.3335 -0.0494 -0.2130
-0.2656 0.0880 -0.2406
-0.4711 -0.3578 -0.1800
0.1577 0.0984 0.0877
0.3038 -0.0495 -0.4088
0.0212 0.2383 0.1090
-0.0296 -0.1617 0.6892
0.0302 -0.1097 -0.0283
-0.1686 0.1572 -0.3072
-0.0167 0.1658 -0.1017
0.4589 -0.1033 0.3090
-0.0578 -0.0832 -0.0510
0.1379 0.2112 0.1106
-0.3893 0.0601 0.0248
-0.1407 0.1187 0.0422
0.0333 0.0649 -0.0307
0.0416 0.0857 0.0644
-0.1082 0.0474 -0.0132
0.0214 -0.0879 0.0329
0.0411 -0.1387 -0.1009
0.0261 0.0604 0.0919
-0.0831 0.0880 0.0301
0.1225 -0.0531 0.0419
-0.0407 0.0057 0.0791
-0.0397 -0.0713 -0.0469
0.0919 0.0410 0.0484
0.0510 -0.0617 -0.0304
-0.0062 -0.0432 0.1608
0.1277 -0.0154 0.0476
0.0050 -0.1386 -0.0337
-0.0314 -0.1214 0.0488
-0.0390 -0.0838 0.1265
-0.0115 0.0163 0.0992

Calculated values
Relative energy (zero: lowest compared OMol25 entry of this formula, charge and spin)   42.10 kcal per mole
SMILES   CCOc1ccccc1OC[C@@H](O)CNC



- Look up the relative energy (zero: lowest compared OMol25 entry of this formula, charge and spin) of the second one.
  42.10 kcal per mole



- What is the formula in the first record?
  C40H110N10O10



- relative energy (zero: lowest compared OMol25 entry of this formula, charge and spin) of number 1 (C40H110N10O10)?
  0.00 kcal per mole